Entry 1:
C26H36As2BrN4O8PPtSbSe4 | ωB97M-V with the def2-TZVPD basis set

Cartesian coordinates (Å):
Pt: -0.442 0.269 0.054
C: 2.124 -3.332 -3.512
C: 2.273 -2.298 -2.426
C: 3.458 -2.119 -1.728
C: 3.544 -1.130 -0.768
C: 2.411 -0.381 -0.509
Br: 2.430 0.974 0.805
N: 1.250 -0.549 -1.146
C: 1.206 -1.475 -2.097
H: 3.092 -3.749 -3.785
H: 1.671 -2.897 -4.404
H: 1.480 -4.150 -3.182
H: 4.311 -2.756 -1.932
H: 4.456 -0.942 -0.222
H: 0.256 -1.559 -2.615
C: 0.634 2.164 3.964
O: -0.058 1.062 3.369
C: 0.310 -0.147 3.782
O: 1.406 -0.403 4.214
C: -0.721 -1.195 3.378
C: -1.709 -1.537 4.192
As: -3.045 -2.953 3.974
C: -4.660 -1.868 3.807
C: -2.818 -3.297 2.058
C: -1.892 -2.924 1.196
As: -0.564 -1.522 1.461
C: 1.045 -2.638 1.470
C: -1.965 -3.423 -0.231
O: -1.834 -4.571 -0.572
O: -2.133 -2.412 -1.090
C: -2.657 -2.723 -2.389
C: -3.976 -4.154 1.612
O: -4.444 -5.026 2.300
O: -4.457 -3.737 0.447
C: -5.733 -4.232 0.006
C: -1.779 -0.814 5.518
O: -1.065 0.089 5.860
O: -2.780 -1.275 6.270
C: -3.031 -0.550 7.485
H: 0.291 2.278 4.992
H: 0.370 3.039 3.379
H: 1.712 2.001 3.955
H: -4.908 -1.429 4.764
H: -5.478 -2.492 3.462
H: -4.496 -1.076 3.086
H: 0.887 -3.479 2.143
H: 1.903 -2.070 1.827
H: 1.263 -3.027 0.475
H: -3.687 -2.372 -2.417
H: -2.609 -3.794 -2.566
H: -2.067 -2.191 -3.134
H: -5.577 -4.858 -0.870
H: -6.328 -3.353 -0.224
H: -6.198 -4.813 0.798
H: -3.795 -1.112 8.013
H: -3.390 0.448 7.246
H: -2.123 -0.481 8.078
C: -0.413 2.893 -4.448
N: -1.688 2.395 -3.946
C: -2.485 3.526 -3.442
N: -1.767 4.302 -2.434
C: -0.509 4.765 -2.984
N: 0.355 3.676 -3.470
C: 0.848 2.849 -2.364
P: -0.552 2.058 -1.434
C: -1.477 1.392 -2.902
C: -1.598 3.561 -1.185
H: -0.611 3.540 -5.304
H: 0.198 2.049 -4.781
H: -3.424 3.173 -3.020
H: -2.701 4.180 -4.289
H: 0.036 5.338 -2.230
H: -0.724 5.414 -3.835
H: 1.422 3.472 -1.678
H: 1.520 2.084 -2.759
H: -2.432 1.012 -2.548
H: -0.916 0.558 -3.333
H: -1.129 4.209 -0.442
H: -2.581 3.263 -0.806
Se: -5.177 3.144 -0.596
Sb: -4.681 1.358 1.018
Se: -2.487 0.230 0.994
Se: -5.238 2.142 3.293
Se: -6.391 -0.378 0.589

Calculated values
Energy above the lowest of the compared OMol25 structures with the same formula, charge and spin   2.605 eV
Charge   -1

Entry 2:
C26H36As3F3N2O2Rb | ωB97M-V with the def2-TZVPD basis set

Cartesian coordinates (Å):
Rb: -1.711 0.597 -0.296
O: -4.073 1.604 0.191
N: -5.197 1.066 0.090
N: -5.115 -0.189 -0.253
O: -3.964 -0.766 -0.441
C: -6.316 -0.909 -0.414
C: -7.561 -0.304 -0.225
C: -8.711 -1.054 -0.391
C: -8.645 -2.397 -0.742
C: -7.406 -2.987 -0.928
C: -6.240 -2.253 -0.767
H: -7.614 0.740 0.046
H: -9.673 -0.578 -0.244
H: -9.552 -2.975 -0.870
H: -7.335 -4.032 -1.204
H: -5.259 -2.681 -0.909
C: 2.776 1.498 1.342
As: 1.666 0.052 0.628
C: 2.267 0.230 -1.230
C: 2.826 -1.439 1.222
C: 2.463 -2.888 0.863
C: 2.757 -3.178 -0.605
C: 0.985 -3.184 1.197
As: -0.399 -2.652 -0.120
C: -1.924 -3.020 1.053
C: -0.471 -4.317 -1.172
C: 3.300 -3.830 1.755
As: 5.265 -4.083 1.690
C: 6.008 -2.462 0.861
C: 5.402 -5.242 0.105
H: 3.823 1.380 1.058
H: 2.686 1.528 2.428
H: 2.362 2.413 0.918
H: 3.329 -0.010 -1.310
H: 2.066 1.262 -1.516
H: 1.685 -0.426 -1.876
H: 2.843 -1.351 2.314
H: 3.835 -1.205 0.871
H: 2.136 -2.571 -1.267
H: 2.580 -4.231 -0.842
H: 3.797 -2.947 -0.846
H: 0.729 -2.690 2.139
H: 0.843 -4.258 1.353
H: -1.887 -4.048 1.417
H: -2.847 -2.815 0.513
H: -1.883 -2.334 1.899
H: -0.295 -5.193 -0.546
H: 0.271 -4.281 -1.968
H: -1.460 -4.397 -1.624
H: 2.949 -4.859 1.609
H: 3.082 -3.591 2.800
H: 5.877 -1.612 1.529
H: 5.572 -2.229 -0.109
H: 7.077 -2.639 0.736
H: 4.799 -6.134 0.273
H: 6.443 -5.549 0.003
H: 5.077 -4.757 -0.815
F: 0.838 10.462 -1.737
C: 0.539 9.937 -0.518
F: 1.479 10.398 0.335
F: -0.629 10.522 -0.150
C: 0.453 8.451 -0.541
C: -0.517 7.845 -1.337
C: -0.618 6.471 -1.383
C: 0.249 5.651 -0.637
C: 1.217 6.286 0.157
C: 1.320 7.664 0.205
C: 0.150 4.235 -0.686
C: 0.092 3.005 -0.737
H: -1.198 8.454 -1.919
H: -1.374 6.001 -1.996
H: 1.889 5.671 0.740
H: 2.075 8.124 0.828

Calculated values
Energy above the lowest of the compared OMol25 structures with the same formula, charge and spin   0.460 eV
Charge   -1

Entry 3:
C26H36BN2O2PtSiTe | ωB97M-V with the def2-TZVPD basis set

Cartesian coordinates (Å):
Pt: 0.020 -0.871 -0.647
C: 2.357 1.322 0.305
N: 1.649 0.728 -0.832
C: 2.628 -0.057 -1.606
C: 1.127 1.822 -1.697
C: -1.315 2.050 -0.452
N: -1.757 0.795 -1.090
C: -2.197 1.022 -2.463
C: -2.857 0.200 -0.334
H: 3.197 1.928 -0.059
H: 2.745 0.537 0.955
H: 1.692 1.986 0.851
H: 3.473 0.580 -1.905
H: 2.155 -0.456 -2.500
H: 2.991 -0.891 -1.006
H: 0.785 1.361 -2.630
H: 1.982 2.460 -1.976
H: -2.165 2.757 -0.416
H: -1.072 1.808 0.590
H: -3.087 1.670 -2.491
H: -2.447 0.068 -2.932
H: -1.416 1.516 -3.035
H: -3.737 0.861 -0.343
H: -2.547 0.049 0.700
H: -3.128 -0.767 -0.760
C: 1.843 -2.885 1.681
Si: 0.171 -2.045 1.297
C: -1.216 -3.328 1.566
C: -0.114 -0.838 2.765
C: 0.555 0.378 2.905
C: 0.374 1.200 4.011
C: -0.486 0.815 5.030
C: -1.159 -0.395 4.926
C: -0.976 -1.202 3.809
H: 1.696 -3.840 2.196
H: 2.437 -2.246 2.340
H: 2.426 -3.065 0.776
H: -0.975 -4.043 2.361
H: -1.425 -3.891 0.663
H: -2.139 -2.812 1.844
H: 1.232 0.704 2.127
H: 0.900 2.145 4.069
H: -0.632 1.453 5.893
H: -1.834 -0.710 5.713
H: -1.522 -2.135 3.757
O: 0.505 3.790 -0.109
B: -0.044 2.796 -1.122
O: -0.451 3.690 -2.287
C: -0.195 4.957 -1.925
C: -0.422 6.108 -2.649
C: -0.067 7.338 -2.075
C: 0.497 7.395 -0.814
C: 0.726 6.223 -0.077
C: 0.375 5.015 -0.641
H: -0.864 6.052 -3.636
H: -0.238 8.253 -2.629
H: 0.765 8.353 -0.385
H: 1.164 6.257 0.913
Te: -0.840 -2.754 -2.110
C: -0.280 -4.731 -1.613
C: -0.937 -5.757 -2.291
C: -0.631 -7.085 -2.035
C: 0.330 -7.415 -1.086
C: 0.991 -6.398 -0.409
C: 0.694 -5.068 -0.676
H: -1.700 -5.513 -3.023
H: -1.154 -7.867 -2.573
H: 0.561 -8.452 -0.878
H: 1.749 -6.637 0.328
H: 1.234 -4.284 -0.155

Calculated values
Energy above the lowest of the compared OMol25 structures with the same formula, charge and spin   0.495 eV
Charge   -1

Entry 4:
C26H36BN4 | ωB97M-V with the def2-TZVPD basis set

Cartesian coordinates (Å):
C: -4.453 10.012 8.854
N: -4.993 8.910 9.622
C: -6.319 9.188 10.136
C: -4.322 7.743 9.837
C: -4.686 6.838 10.876
C: -3.941 5.688 11.076
N: -2.908 5.322 10.270
B: -2.126 3.960 10.465
H: -1.371 3.793 9.488
C: -2.561 6.166 9.263
C: -3.209 7.364 9.031
H: -3.393 9.871 8.640
H: -5.000 10.124 7.907
H: -4.579 10.941 9.426
H: -6.779 8.297 10.572
H: -6.272 9.981 10.900
H: -6.951 9.553 9.312
H: -5.527 7.037 11.541
H: -4.157 5.007 11.899
H: -1.448 4.003 11.473
H: -2.923 3.044 10.510
H: -1.728 5.840 8.636
H: -2.857 7.983 8.204
C: 5.683 0.460 7.515
N: 4.760 1.055 8.458
C: 5.289 1.152 9.803
C: 3.507 1.483 8.133
C: 2.527 1.693 9.147
C: 1.276 2.190 8.833
C: 0.926 2.554 7.498
C: -0.330 3.158 7.189
C: -0.591 3.826 5.995
C: -1.798 4.469 5.754
C: -2.097 5.254 4.602
C: -3.242 6.102 4.603
C: -3.532 6.946 3.553
C: -2.726 6.940 2.375
N: -3.030 7.753 1.320
C: -3.900 8.905 1.433
C: -2.530 7.539 -0.019
C: -1.604 6.057 2.335
C: -1.284 5.267 3.429
C: 1.900 2.299 6.488
C: 3.135 1.740 6.779
H: 5.190 0.226 6.569
H: 6.532 1.132 7.318
H: 6.095 -0.466 7.942
H: 4.644 1.770 10.430
H: 5.383 0.154 10.258
H: 6.293 1.600 9.774
H: 2.756 1.444 10.187
H: 0.531 2.342 9.612
H: -1.139 3.067 7.913
H: 0.177 3.864 5.215
H: -2.564 4.409 6.529
H: -3.890 6.070 5.483
H: -4.407 7.597 3.617
H: -4.112 9.139 2.480
H: -3.420 9.778 0.965
H: -4.852 8.731 0.906
H: -2.041 6.565 -0.108
H: -3.362 7.585 -0.738
H: -1.812 8.323 -0.304
H: -0.973 6.021 1.444
H: -0.402 4.628 3.386
H: 1.661 2.546 5.455
H: 3.841 1.538 5.971

Calculated values
Charge   +1

The records above give, respectively, energy values of -19185.54700, -8303.20521, -1974.17425, -1255.93738 Ha.
The records above give, respectively, E_LUMO values of 0.915, 2.124, 2.328, -4.126 eV.
The records above give, respectively, E_HOMO values of -3.2, -4.8, -4.3, -9.7 eV.